[1]
C34H70N4O21P4 | ωB97M-V/def2-TZVPD

Computed properties:
Charge: 0
2S+1: 1
Maximum force, Eh/bohr: 0.1712
SMILES: CNC[C@@H]1NC(=O)[C@@](CCCCOC)(c2cccnc2)[C@@]1(CCC(N)=O)COC(C)=O.COP(=O)(OC)OC.COP(=O)(OC)OC.COP(=O)(OC)OC.COP(=O)(OC)OC
HOMO-LUMO gap, eV: 8.05
HOMO level, eV: -8.661
E_tot, eV: -122499.2196

Positions of all 133 atoms, in Å:
C 2.120484 -4.400172 4.592779
N 0.861796 -3.641152 4.202553
C 1.112915 -2.162095 4.008489
C 1.199589 -1.666014 2.449263
N 0.863660 -0.166941 2.596562
C 0.036844 0.362459 1.440416
O -0.668052 1.495311 1.444357
C 0.217457 -0.831366 0.323955
C -1.023330 -0.521536 -0.710538
C -0.800695 0.771150 -1.691542
C -2.210666 0.994616 -2.563489
C -2.466016 -0.292276 -3.551240
O -3.411314 -1.274545 -2.981295
C -2.995395 -2.604896 -3.515987
C 1.600780 -0.877718 -0.588155
C 1.632594 -1.716357 -1.982594
C 3.115382 -1.640349 -2.645916
C 4.275743 -0.808919 -1.915728
N 4.282180 0.011127 -0.672486
C 2.911785 -0.095469 -0.100585
C 0.026869 -2.117385 1.377379
C -1.452067 -2.367659 2.043153
C -2.573884 -2.996636 1.025406
C -3.275860 -4.386880 1.535480
N -4.757352 -4.598915 1.169015
O -2.690069 -5.383243 2.203498
C 0.467235 -3.519950 0.652113
O 0.175104 -4.740652 1.419207
C 0.652771 -5.925043 0.686919
C 2.195863 -6.182388 0.163329
O -0.269845 -6.861156 0.375170
H 3.007880 -4.227247 3.847046
H 1.817928 -5.548116 4.610423
H 2.407840 -4.138422 5.719776
H 0.244176 -3.690013 5.068192
H 2.186322 -1.947302 4.484856
H 0.330983 -1.491979 4.571400
H 2.230700 -1.939684 1.950951
H 1.726044 0.404789 2.837627
H -2.064762 -0.476865 -0.156871
H -1.092379 -1.473566 -1.426964
H -0.612707 1.789302 -1.146918
H 0.040460 0.641667 -2.500604
H -2.090292 1.939900 -3.281945
H -3.134353 1.237221 -1.853556
H -2.802078 0.100741 -4.619158
H -1.431311 -0.849535 -3.698571
H -3.922102 -3.337757 -3.452553
H -2.125341 -3.099439 -2.871092
H -2.662275 -2.496160 -4.646793
H 0.714716 -2.312520 -2.395529
H 3.341648 -2.215372 -3.652004
H 5.340695 -0.843007 -2.459508
H 2.777099 0.522128 0.914943
H -1.898218 -1.352759 2.486749
H -1.412499 -3.104805 2.981218
H -3.449824 -2.188472 0.956405
H -2.195012 -3.124835 -0.094830
H -4.882850 -4.461038 0.140220
H -5.276826 -3.863538 1.700769
H 1.639223 -3.468071 0.497487
H -0.090248 -3.632396 -0.398088
H 2.555088 -7.300329 0.279764
H 2.268631 -5.909075 -0.988690
H 2.997558 -5.493908 0.702022
C 0.365642 7.560433 -5.869281
O 0.415028 6.207716 -5.468704
P -0.886121 5.517496 -4.815880
O -0.794037 4.035536 -4.655477
O -2.106006 6.017452 -5.737467
C -2.145673 5.558314 -7.070558
O -1.114371 6.332342 -3.441695
C -2.281218 6.005262 -2.711524
H 0.452647 7.599300 -6.959335
H -0.563317 8.051543 -5.569128
H 1.209680 8.096737 -5.431805
H -1.475898 4.708261 -7.231483
H -1.855398 6.376828 -7.734090
H -3.169624 5.256802 -7.308614
H -2.481476 4.929732 -2.745378
H -3.133797 6.549165 -3.126132
H -2.142100 6.302168 -1.669900
C -8.312855 0.138035 -3.018532
O -7.867896 -1.135727 -2.603459
P -7.819370 -2.350949 -3.660081
O -7.112268 -3.573725 -3.175066
O -7.192680 -1.697154 -4.989445
C -5.847347 -1.276713 -4.936344
O -9.364673 -2.580589 -4.064756
C -9.605354 -3.529308 -5.086356
H -7.466791 0.830198 -2.969727
H -8.708126 0.131140 -4.037335
H -9.090452 0.487724 -2.337013
H -5.322901 -1.689024 -4.069140
H -5.820777 -0.185155 -4.888437
H -5.340474 -1.602677 -5.848969
H -8.933827 -4.388823 -4.995245
H -9.464179 -3.056780 -6.061756
H -10.636069 -3.881239 -5.007230
C 3.344948 2.069533 8.076321
O 2.685886 0.868354 7.736392
P 1.139483 0.661609 8.138218
O 0.487427 -0.532548 7.522406
O 0.443635 2.066146 7.777014
C 0.366357 2.423228 6.414651
O 1.149465 0.668194 9.752007
C -0.116604 0.620795 10.381677
H 3.584017 2.603715 7.151770
H 2.734732 2.715498 8.712412
H 4.276050 1.835112 8.595456
H 0.561125 1.571609 5.755942
H 1.098863 3.209184 6.214131
H -0.634742 2.812608 6.209126
H -0.801524 -0.043236 9.845055
H -0.540198 1.627539 10.422357
H 0.007910 0.245670 11.399648
C 6.110441 2.481976 0.112435
O 6.958803 2.488866 1.240699
P 8.555044 2.395858 1.043378
O 9.354048 2.652338 2.278782
O 8.864158 3.399322 -0.175189
C 8.657571 4.776778 0.047177
O 8.784174 0.942207 0.380917
C 10.109070 0.640497 -0.013143
H 5.625141 3.460116 0.041566
H 6.651815 2.285672 -0.816341
H 5.341335 1.718826 0.244671
H 8.558525 5.009892 1.111571
H 7.749027 5.085912 -0.475781
H 9.506858 5.330687 -0.362644
H 10.835269 1.030162 0.707144
H 10.302741 1.073048 -0.998034
H 10.222809 -0.443973 -0.072107

Cartesian forces (eV/Å) of the 2 atoms listed first:
C -0.449 -0.954 0.888
N 0.337 0.929 1.606

Here are the Löwdin charges for atoms 1 to 8, given in e:
1. C -0.16
2. N -0.15
3. C -0.18
4. C -0.21
5. N 0.03
6. C -0.24
7. O -0.02
8. C -0.21


[2]
C34H71Br2NO8PS | ωB97M-V/def2-TZVPD

Computed properties:
Charge: -1
2S+1: 1
Maximum force, Eh/bohr: 0.1215
Relative energy (zero: lowest compared OMol25 entry of this formula, charge and spin), eV: 6.399
HOMO-LUMO gap, eV: 5.87
HOMO level, eV: -3.971
E_tot, eV: -214480.0845

Positions of all 118 atoms, in Å:
C -4.240337 -1.870656 0.923771
C -3.253925 -1.834269 -0.383053
C -3.226263 -0.349291 -1.158767
C -1.722992 0.119426 -1.390838
C -1.017257 1.426290 -0.849882
P -0.711871 1.841435 0.987243
N -0.609947 2.386895 2.682835
S -1.065010 3.991256 0.656435
C -2.599882 1.663549 1.449684
C -3.605253 2.705490 0.651744
C -0.292610 0.033738 1.370921
C 0.910234 -0.705587 0.568329
C 1.961698 -1.566755 1.556607
O 2.362326 -2.855801 0.954495
C 1.114858 2.417195 0.687414
Br 1.664994 3.557109 -0.936769
C 2.279880 2.215807 1.578044
C 3.810567 2.785173 1.194380
Br 2.223067 1.336918 3.348596
H -4.657618 -2.973616 1.115069
H -5.072874 -1.049112 0.946500
H -3.545872 -1.652910 1.870445
H -3.635414 -2.667365 -1.142923
H -2.198951 -2.191832 -0.030611
H -3.779839 -0.588158 -2.192585
H -3.969092 0.309048 -0.564244
H -1.065974 -0.880219 -1.330704
H -1.675485 0.292200 -2.586107
H -1.439593 2.336526 -1.498811
H 0.090573 1.268764 -1.283603
H -0.818170 1.651595 3.384051
H -1.102121 3.287537 2.859725
H -1.149394 4.297886 -0.690098
H -2.981652 0.565346 1.396569
H -2.812340 1.960461 2.590947
H -3.391037 2.830266 -0.487719
H -3.827183 3.706940 1.233090
H -4.661853 2.139014 0.683928
H -1.247263 -0.669306 1.199042
H -0.075750 -0.186856 2.527906
H 1.467988 -0.103253 -0.257395
H 0.450799 -1.637400 -0.031191
H 2.945157 -0.904272 1.590994
H 1.500900 -1.704681 2.649985
H 3.371831 -2.878331 1.084989
H 3.824976 3.947963 1.027687
H 4.592988 2.547489 2.028794
H 4.122621 2.177141 0.220168
C 0.803873 -0.662963 8.516403
C 0.076447 -0.265657 7.259911
O -0.861429 -0.933268 6.826821
C 0.540776 0.980000 6.553707
H 0.360637 -1.580619 8.917609
H 1.856691 -0.851994 8.292219
H 0.710080 0.127213 9.265623
H 1.581817 0.864256 6.242086
H 0.435308 1.843371 7.215452
H -0.075579 1.143513 5.663333
C 8.402237 0.682761 0.360786
C 7.286911 1.600219 -0.063587
O 6.749291 2.364325 0.736405
C 6.854709 1.546741 -1.504534
H 8.607802 0.830134 1.426404
H 8.108202 -0.357772 0.201878
H 9.308396 0.913005 -0.205226
H 6.491755 0.544777 -1.746614
H 7.691889 1.815437 -2.153667
H 6.041899 2.262654 -1.666416
C 2.700268 -3.688961 4.932233
C 3.399361 -2.504936 5.544706
O 2.784322 -1.479944 5.834541
C 4.880016 -2.623339 5.788896
H 1.635635 -3.460651 4.814137
H 3.123704 -3.901913 3.947464
H 2.800871 -4.558911 5.586124
H 5.400603 -2.788829 4.842389
H 5.077765 -3.445806 6.480910
H 5.249799 -1.693783 6.234524
C -5.861145 0.469453 -6.294987
C -5.559631 0.372973 -4.823405
O -5.006537 -0.617716 -4.348533
C -5.960940 1.535367 -3.955202
H -5.515831 -0.440830 -6.796641
H -6.939003 0.565713 -6.447876
H -5.337439 1.326404 -6.726119
H -7.043172 1.679182 -4.003811
H -5.441733 2.439811 -4.282076
H -5.681312 1.326521 -2.917132
C 6.704937 -1.810697 -4.904863
C 5.792540 -0.738462 -4.372308
O 5.542231 -0.651614 -3.171189
C 5.198179 0.223447 -5.366014
H 7.059385 -2.430906 -4.074667
H 6.160876 -2.445761 -5.608501
H 7.569100 -1.354005 -5.393906
H 4.587023 -0.320892 -6.090206
H 5.995167 0.770748 -5.875633
H 4.561075 0.941823 -4.839294
C -7.153797 -5.151283 0.470931
C -7.881223 -4.753977 -0.785562
O -8.819099 -5.421588 -1.218652
C -7.416894 -3.508320 -1.491766
H -7.597033 -6.068939 0.872138
H -6.100978 -5.340313 0.246747
H -7.247590 -4.361107 1.220152
H -6.375852 -3.624064 -1.803387
H -7.522362 -2.644949 -0.830020
H -8.033249 -3.344807 -2.382140
C 0.053690 2.475626 -4.013325
C -1.061636 3.393085 -4.437699
O -1.599256 4.157191 -3.637706
C -1.493838 3.339607 -5.878645
H 0.259255 2.623000 -2.947708
H -0.240345 1.435093 -4.172234
H 0.959849 2.705871 -4.579337
H -1.856793 2.337643 -6.120725
H -0.656658 3.608302 -6.527779
H -2.306648 4.055520 -6.040527

Cartesian forces (eV/Å) of the 2 atoms listed first:
C 1.177 -0.421 1.135
C -0.853 -0.484 -0.147

Here are the Löwdin charges for atoms 1 to 8, given in e:
1. C -0.16
2. C -0.25
3. C -0.20
4. C -0.24
5. C -0.36
6. P 0.27
7. N -0.29
8. S 0.47